No. 1
DFT (wB97M-V/def2-TZVPD) results for one molecule with the formula C4H7NO2.

Geometry as XYZ:
```
14
Properties=species:S:1:pos:R:3:forces:R:3
C 1.927 0.765 -0.243 -0.017 0.003 -0.022
C 0.718 0.024 0.267 0.231 0.013 0.057
O -0.206 0.967 0.876 -0.305 -0.105 0.020
C -1.267 0.285 1.225 0.171 0.373 0.626
C -1.369 -0.682 -0.664 -0.308 -0.335 -0.574
N -2.044 -1.728 -0.867 0.386 0.182 -0.084
O 0.020 -0.587 -0.787 -0.027 -0.091 -0.103
H 2.605 0.072 -0.749 -0.149 0.059 0.077
H 2.462 1.228 0.591 -0.120 -0.080 -0.097
H 1.621 1.540 -0.950 0.011 -0.092 0.070
H 0.969 -0.719 1.035 -0.136 0.066 -0.084
H -1.894 0.284 -0.736 0.108 -0.064 0.062
H -2.069 1.019 1.432 0.140 0.207 0.090
H -1.426 -2.535 -0.915 0.014 -0.136 -0.036
```
Forces are in eV/Å.

The calculation puts the LUMO energy at -0.09 eV. As for the gap between HOMO and LUMO: 8.6 eV. The value obtained for the energy above the lowest of the compared OMol25 structures with the same formula, charge and spin is 115.0 kcal per mole. As for the HOMO energy: -8.7 eV.

=====

No. 2
DFT (wB97M-V/def2-TZVPD) results for one molecule with the formula C4H7NO2.

Geometry as XYZ:
```
14
Properties=species:S:1:pos:R:3:forces:R:3
O 2.118 1.473 -0.149 0.066 0.162 0.167
N 1.927 0.089 -0.469 -0.541 -0.254 -0.040
C 0.689 -0.170 -0.432 0.403 0.045 -0.021
C -0.084 -1.455 -0.620 0.069 -0.132 -0.071
C -1.252 -0.771 0.145 -0.188 -0.047 0.075
C -0.535 0.594 0.044 -0.066 -0.051 -0.170
O -0.426 1.270 1.272 -0.090 0.207 -0.008
H 2.200 1.469 0.815 0.141 0.038 -0.090
H 0.354 -2.346 -0.164 -0.057 0.143 -0.076
H -0.308 -1.667 -1.670 0.045 0.066 0.144
H -1.303 -1.080 1.192 0.009 0.020 -0.144
H -2.245 -0.831 -0.305 0.147 -0.003 0.080
H -0.944 1.239 -0.745 0.032 -0.107 0.102
H -0.188 2.186 1.087 0.029 -0.086 0.053
```
Forces are in eV/Å.

The calculation puts the LUMO energy at 0.67 eV. As for the SMILES: O/N=C1/CC[C@H]1O. As for the gap between HOMO and LUMO: 10.3 eV. The value obtained for the energy above the lowest of the compared OMol25 structures with the same formula, charge and spin is 82.0 kcal per mole. As for the HOMO energy: -9.6 eV.

=====

No. 3
DFT (wB97M-V/def2-TZVPD) results for one molecule with the formula C4H7NO2.

Geometry as XYZ:
```
14
Properties=species:S:1:pos:R:3:forces:R:3
C 0.010 0.635 -1.687 -0.020 0.013 -0.072
C 0.196 0.181 -0.269 0.110 0.159 0.184
N 0.879 0.841 0.583 -0.368 -0.423 -0.247
O 1.405 1.983 -0.006 0.071 0.345 0.055
C -0.500 -1.052 0.209 0.186 -0.050 -0.147
C -0.581 -1.413 1.622 0.200 -0.116 0.198
O -1.698 -0.845 0.955 -0.240 0.060 -0.022
H 0.980 0.748 -2.183 -0.142 -0.039 0.051
H -0.613 -0.058 -2.255 0.085 0.067 0.108
H -0.457 1.626 -1.689 0.047 -0.143 -0.032
H 1.710 2.501 0.746 0.114 -0.092 -0.010
H -0.585 -1.843 -0.538 0.029 0.114 0.122
H -0.688 -2.463 1.894 0.017 0.169 -0.058
H -0.097 -0.772 2.356 -0.090 -0.066 -0.131
```
Forces are in eV/Å.

The calculation puts the LUMO energy at 0.98 eV. As for the SMILES: C/C(=N\O)[C@H]1CO1. As for the gap between HOMO and LUMO: 10.7 eV. The value obtained for the energy above the lowest of the compared OMol25 structures with the same formula, charge and spin is 82.8 kcal per mole. As for the HOMO energy: -9.7 eV.

=====

No. 4
DFT (wB97M-V/def2-TZVPD) results for C4H7NO2 as an isolated structure in a non-equilibrium geometry.

Geometry as XYZ:
```
14
Properties=species:S:1:pos:R:3:forces:R:3
C 0.585 0.425 0.005 -1.425 -2.573 0.783
C 0.115 -1.097 -0.081 -0.682 3.293 1.023
C -1.801 0.107 -0.396 1.781 2.929 1.123
C 2.035 0.582 0.186 0.848 0.564 -1.298
N -0.346 1.239 -0.062 -2.300 -0.145 -0.571
O -1.307 -1.027 0.110 1.718 -1.653 -0.162
O -2.962 0.440 0.249 1.099 -0.025 -0.101
H 0.433 -1.289 -1.049 0.110 -1.374 -2.061
H 0.665 -1.627 0.656 -0.233 -1.075 0.689
H -1.794 0.305 -1.470 -0.556 -0.486 0.116
H 2.544 -0.266 -0.392 -0.400 1.676 -0.153
H 2.357 0.233 1.168 -0.202 0.922 0.480
H 2.234 1.686 -0.121 0.600 -2.194 0.746
H -2.758 0.289 1.197 -0.358 0.143 -0.613
```
Forces are in eV/Å.

The calculation puts the LUMO energy at 0.82 eV. As for the gap between HOMO and LUMO: 9.7 eV. The value obtained for the energy above the lowest of the compared OMol25 structures with the same formula, charge and spin is 70.0 kcal per mole. As for the HOMO energy: -8.9 eV.

=====

No. 5
DFT (wB97M-V/def2-TZVPD) results for one molecule with the formula C4H7NO2.

Geometry as XYZ:
```
14
Properties=species:S:1:pos:R:3:forces:R:3
C -1.886 -0.864 0.006 -0.099 -0.040 -0.018
C -0.483 -0.475 0.379 0.060 -0.238 0.252
C -0.025 0.979 0.177 -0.066 -0.010 0.006
N 1.418 1.035 0.099 0.166 -0.164 0.071
C 1.979 0.027 -0.658 0.308 0.027 -0.093
O 3.098 -0.408 -0.552 -0.295 0.321 -0.082
O 0.292 -1.284 0.839 -0.402 0.273 -0.112
H -2.525 -0.710 0.882 -0.037 0.004 -0.099
H -1.890 -1.928 -0.239 -0.069 0.163 0.061
H -2.286 -0.279 -0.827 0.069 -0.031 0.147
H 1.253 -0.326 -1.421 0.332 -0.007 -0.044
H -0.375 1.569 1.032 0.035 -0.082 -0.125
H -0.484 1.426 -0.715 0.030 -0.188 0.128
H 1.918 1.220 0.960 -0.031 -0.026 -0.094
```
Forces are in eV/Å.

The calculation puts the LUMO energy at 0.67 eV. As for the SMILES: CC(=O)CNC=O. As for the gap between HOMO and LUMO: 10.5 eV. The value obtained for the energy above the lowest of the compared OMol25 structures with the same formula, charge and spin is 20.9 kcal per mole. As for the HOMO energy: -9.8 eV.

=====

No. 6
DFT (wB97M-V/def2-TZVPD) results for C4H7NO2 as an isolated structure in a non-equilibrium geometry.

Geometry as XYZ:
```
14
Properties=species:S:1:pos:R:3:forces:R:3
C 1.339 -1.139 0.281 -0.252 -0.257 -0.535
C 0.272 -0.133 -0.071 -0.297 -0.195 -0.559
C 0.639 0.975 -0.923 0.769 1.002 0.895
O -0.369 0.422 -1.668 0.414 -1.712 1.229
C -0.971 -0.088 0.801 -0.080 -0.038 0.005
O -0.987 -0.676 1.871 0.156 0.254 -0.378
N -2.013 0.629 0.313 -0.060 -0.049 0.116
H 2.326 -0.650 0.361 -0.511 -0.009 -0.109
H 1.131 -1.665 1.221 -0.270 0.172 -0.425
H 1.397 -1.845 -0.540 0.200 -0.417 -0.042
H 0.513 1.881 -0.347 -0.328 1.146 -0.748
H 1.611 0.895 -1.416 0.129 0.127 0.302
H -2.896 0.512 0.783 0.124 0.105 0.045
H -1.991 0.882 -0.667 0.006 -0.128 0.204
```
Forces are in eV/Å.

The calculation puts the LUMO energy at 0.02 eV. As for the gap between HOMO and LUMO: 10.2 eV. The value obtained for the energy above the lowest of the compared OMol25 structures with the same formula, charge and spin is 62.3 kcal per mole. As for the HOMO energy: -10.2 eV.

=====

No. 7
DFT (wB97M-V/def2-TZVPD) results for C4H7NO2 as an isolated structure in a non-equilibrium geometry.

Geometry as XYZ:
```
14
Properties=species:S:1:pos:R:3:forces:R:3
C -0.870 -1.332 0.207 0.017 -0.048 0.020
C -0.508 -0.010 -0.416 0.164 -0.173 -0.197
C -1.060 1.581 0.609 -0.840 0.059 0.819
O -1.954 1.442 1.343 0.741 0.065 -0.629
C 0.820 0.462 -0.494 -0.226 -0.122 0.094
O 0.990 1.727 -0.726 -0.125 -0.023 0.076
N 1.896 -0.251 -0.070 0.050 0.016 -0.051
H -0.221 -1.560 1.062 -0.095 0.038 -0.147
H -1.896 -1.287 0.592 0.148 -0.001 -0.066
H -0.820 -2.174 -0.495 -0.012 0.113 0.103
H -1.138 0.323 -1.241 0.093 0.004 0.144
H 0.085 2.128 -0.131 0.232 -0.042 -0.205
H 1.881 -1.256 -0.131 -0.033 0.161 0.020
H 2.794 0.208 -0.110 -0.113 -0.048 0.019
```
Forces are in eV/Å.

The calculation puts the LUMO energy at 0.83 eV. As for the gap between HOMO and LUMO: 8.7 eV. The value obtained for the energy above the lowest of the compared OMol25 structures with the same formula, charge and spin is 56.0 kcal per mole. As for the HOMO energy: -7.8 eV.

=====

No. 8
DFT (wB97M-V/def2-TZVPD) results for one molecule with the formula C4H7NO2.

Geometry as XYZ:
```
14
Properties=species:S:1:pos:R:3:forces:R:3
O -0.782 1.939 -0.788 -0.018 0.046 -0.168
C -0.155 1.059 0.098 0.035 -0.130 0.103
C -1.066 -0.037 0.664 -0.273 0.166 0.033
N -0.273 -1.295 0.731 -0.206 -0.407 -0.139
C 1.063 -1.064 0.165 0.171 0.007 -0.029
C 0.861 0.200 -0.626 0.380 0.205 -0.694
O 1.221 0.443 -1.757 -0.034 -0.096 0.541
H -0.307 1.843 -1.633 -0.071 0.105 0.120
H 0.331 1.627 0.906 0.024 -0.163 -0.115
H -1.476 0.234 1.641 0.101 -0.141 -0.097
H -1.895 -0.142 -0.040 -0.044 0.015 0.100
H -0.741 -2.010 0.175 0.187 0.284 0.333
H 1.399 -1.873 -0.487 -0.085 0.077 0.116
H 1.822 -0.925 0.950 -0.166 0.032 -0.104
```
Forces are in eV/Å.

The calculation puts the LUMO energy at 0.79 eV. As for the SMILES: O=C1CNC[C@@H]1O. As for the gap between HOMO and LUMO: 10.0 eV. The value obtained for the energy above the lowest of the compared OMol25 structures with the same formula, charge and spin is 33.4 kcal per mole. As for the HOMO energy: -9.2 eV.

=====

No. 9
DFT (wB97M-V/def2-TZVPD) results for one molecule with the formula C4H7NO2.

Geometry as XYZ:
```
14
Properties=species:S:1:pos:R:3:forces:R:3
C 0.232 -2.065 0.154 0.059 -0.094 -0.009
C -0.201 -0.851 -0.623 0.345 0.075 -0.196
N -1.412 -0.178 -0.212 -0.086 -0.019 0.076
O 0.463 -0.359 -1.498 -0.310 -0.299 0.187
C 0.989 2.019 0.164 -0.227 0.091 0.023
C -0.320 1.860 0.032 0.417 0.062 -0.153
O -0.943 0.843 0.725 0.052 -0.056 0.050
H 0.396 -1.774 1.200 -0.091 -0.054 -0.169
H -0.526 -2.854 0.131 0.055 0.116 0.023
H 1.166 -2.435 -0.272 -0.174 -0.010 0.089
H -1.960 -0.769 0.411 0.126 0.102 -0.067
H 1.553 1.336 0.794 -0.064 0.149 -0.112
H 1.525 2.788 -0.381 -0.159 0.018 0.196
H -0.963 2.440 -0.625 0.056 -0.080 0.062
```
Forces are in eV/Å.

The calculation puts the LUMO energy at 0.87 eV. As for the SMILES: C=CONC(C)=O. As for the gap between HOMO and LUMO: 10.1 eV. The value obtained for the energy above the lowest of the compared OMol25 structures with the same formula, charge and spin is 82.9 kcal per mole. As for the HOMO energy: -9.3 eV.